Entry 1:
Computed, not measured: C15H20IInO as an isolated structure, with ωB97M-V/def2-TZVPD.

Computed properties:
Orbital gap (alpha / beta): 5.31 / 3.14 eV
Lowest unoccupied orbital energy (alpha / beta): 4.78 / 4.99 eV
Charge: -2
Spin multiplicity: 1

Cartesian coordinates (Å):
In -0.56046 1.05199 0.94667
C -2.38482 -0.53144 -0.41599
C -2.08666 0.78147 -0.96250
C -1.21284 0.58214 -2.09047
H -2.63116 1.69941 -0.73728
C -0.91514 -0.79204 -2.17126
C -1.63454 -1.47627 -1.15350
H -1.62753 -2.54892 -0.98614
H -3.07120 -0.72693 0.40405
H -0.91873 1.35106 -2.80275
H -0.28318 -1.26489 -2.92438
C 0.95778 -0.78091 2.04470
C 0.41205 -1.96140 1.43964
C 1.12342 -2.20644 0.24920
H -0.40196 -2.56190 1.84100
C 2.10250 -1.18124 0.08451
C 2.00542 -0.29333 1.18358
H 2.63778 0.57276 1.37613
H 0.73950 -0.42371 3.05157
H 0.98324 -3.04768 -0.42546
H 2.82512 -1.12201 -0.72759
O -0.33508 2.84301 0.04368
C 2.77415 1.70338 -2.13520
C 1.88575 2.81289 -1.87556
C 2.45787 0.72241 -3.19314
C 4.06588 1.58302 -1.42052
C 0.60335 3.45379 -0.74229
H 1.30280 2.98833 -2.79902
H 2.54585 3.67512 -1.66502
H 1.18686 4.15518 -0.10577
H -0.00263 4.01641 -1.48601
H 3.27475 0.71482 -3.94206
H 1.53575 0.98591 -3.72442
H 2.36218 -0.31222 -2.83584
H 4.84959 2.15625 -1.95699
H 4.42504 0.54630 -1.37823
H 4.02913 1.98166 -0.39499
I -2.06947 1.12459 3.19096

---

Entry 2:
Computed, not measured: one molecule with the formula C15H20N2O, with ωB97M-V/def2-TZVPD.

Computed properties:
Structure (SMILES): CCCC[C@@H](CC)C(=O)Nc1ccccc1C#N
Orbital gap: 9.32 eV
Lowest unoccupied orbital energy: 0.31 eV
Spin multiplicity: 1
ΔE to the lowest compared entry with this formula, charge and spin: 16.2 kcal per mole

Cartesian coordinates (Å):
C 4.84194 -0.46111 -1.43099
C 3.90640 0.26196 -2.39278
C 2.45583 -0.20899 -2.28212
C 1.82497 0.14520 -0.93829
H 2.28909 -0.42333 -0.13435
H 2.00421 1.20288 -0.72938
C 0.31183 -0.08947 -0.89756
C -0.22557 0.34063 0.46250
O 0.45796 0.46531 1.45077
N -1.58122 0.55383 0.43824
C -2.43208 0.89570 1.48222
C -1.99455 1.14418 2.77983
C -2.90250 1.48182 3.76625
C -4.25889 1.58121 3.48918
C -4.71361 1.33833 2.20940
C -3.81027 0.99563 1.20382
C -4.27637 0.74170 -0.10263
N -4.62321 0.52546 -1.17588
H -5.76429 1.40838 1.96937
H -4.95653 1.84645 4.26830
H -2.54477 1.67106 4.76699
H -0.94357 1.06947 3.00243
H -2.04573 0.42017 -0.45218
H -0.16216 0.53292 -1.66711
C -0.10031 -1.55187 -1.15606
C 0.51241 -2.53919 -0.16950
H 0.08705 -3.52859 -0.32232
H 1.58807 -2.60903 -0.30377
H 0.31441 -2.23385 0.85525
H -1.19035 -1.62575 -1.10145
H 0.18892 -1.82296 -2.17260
H 2.42611 -1.28896 -2.43674
H 1.87452 0.25889 -3.08154
H 3.95284 1.33677 -2.20391
H 4.25017 0.09157 -3.41606
H 5.87044 -0.15071 -1.60066
H 4.58724 -0.23812 -0.39855
H 4.78159 -1.53757 -1.57812

---

F_max, record by record: 0.0392, 0.0190 hartree/bohr
Calculated total energy, record by record: -31196.821, -20908.079 eV